# 1
DFT (ωB97M-V/def2-TZVPD) results for C3H4O in the gas phase.

Geometry (Å):
C -0.63681 -0.02080 0.59153
C 0.37642 0.87425 -0.16363
C 0.38158 -0.92111 -0.08461
O 1.48233 -0.04520 0.09722
H -0.50867 -0.15181 1.74211
H -1.55321 0.07135 0.12957
H 0.30241 1.28313 -1.11902
H 0.15595 -1.08981 -1.19316

* orbital gap (spin up / spin down): 7.855 / 10.099 eV
* multiplicity: 3
* E_LUMO (spin up / spin down): 1.2 / -1.1 eV
* <S²>: 2.005

=====

# 2
DFT (ωB97M-V/def2-TZVPD) results for a molecular structure, C3H4O2.

Geometry (Å):
C -0.57177 0.73230 0.58255
C 0.65000 1.13185 -0.37215
C 0.03806 -0.68167 0.29067
O 1.13338 -0.12280 -0.48102
O -0.71299 -1.53997 -0.45183
H -1.34376 1.12610 1.34367
H 1.05012 1.90933 -0.83414
H 0.39628 -1.22683 1.26949
H -0.63933 -1.32831 -1.34724

* orbital gap: 9.124 eV
* E_LUMO: 0.8 eV

=====

# 3
DFT (ωB97M-V/def2-TZVPD) results for C3H4O2 in the gas phase.

Geometry (Å):
C -1.20867 0.10338 -0.28463
C 0.05923 -0.23285 -0.04480
O 0.73942 -1.34632 -0.43276
C 0.98043 0.69630 0.68980
O 0.63615 1.39275 1.61769
H -1.92890 -0.53474 -0.79657
H -1.52604 1.09311 0.02876
H 0.22685 -1.86388 -1.06807
H 2.02152 0.69225 0.29056

* orbital gap: 10.021 eV
* E_LUMO: 0.3 eV
* structure (SMILES): C=C(O)C=O

=====

# 4
DFT (ωB97M-V/def2-TZVPD) results for C3H4O2 in the gas phase.

Geometry (Å):
C -0.21287 -0.61778 0.33673
C 0.82588 0.40530 0.74504
O 0.85108 1.08975 1.74332
C 2.09423 0.36147 -0.22349
O 2.13041 0.14326 -1.39350
H -0.08004 -1.33243 -0.51304
H -1.08483 0.09871 0.06587
H -0.49851 -1.08226 1.30814
H 3.09563 0.59824 0.40708

* orbital gap: 9.351 eV
* E_LUMO: -0.3 eV
* structure (SMILES): CC(=O)C=O

=====

# 5
DFT (ωB97M-V/def2-TZVPD) results for C3H4O2 in the gas phase.

Geometry (Å):
C -1.34223 -0.72288 -0.00164
C 0.20399 -0.84259 0.21495
C 0.99312 0.44021 -0.17021
O -1.78042 0.44093 -0.07701
O 0.71750 1.55855 0.26982
H 0.41320 -0.93994 1.20858
H 0.66064 -1.73219 -0.21939
H 1.41028 0.48414 -1.28951
H -1.27609 1.31378 0.06442

* orbital gap: 8.840 eV
* E_LUMO: 0.2 eV

=====

# 6
DFT (ωB97M-V/def2-TZVPD) results for C3H4O2 in the gas phase.

Geometry (Å):
C -1.07893 -0.44720 0.17721
C 0.36955 -0.52448 0.17050
O 1.07481 -1.25968 0.82818
C 0.99683 0.73306 -0.49690
O 0.44295 1.44484 -1.29561
H -0.61550 0.39550 0.90990
H -1.64115 -1.37521 0.41320
H -1.57925 0.17103 -0.56253
H 2.03070 0.86214 -0.14395

* orbital gap: 9.502 eV
* E_LUMO: -0.3 eV
* structure (SMILES): CC(=O)C=O

=====

# 7
DFT (ωB97M-V/def2-TZVPD) results for C3H4O2 in the gas phase.

Geometry (Å):
C 1.60118 0.80075 0.12635
C 1.22115 -0.49280 -0.18966
O -0.09749 -0.86700 0.14045
C -1.18348 -0.30604 0.10081
O -1.56708 0.86704 -0.13619
H 0.67804 1.50130 0.41190
H 2.64634 0.98292 -0.22193
H 2.03181 -1.11539 -0.31738
H -1.87266 -1.38057 -0.13173

* orbital gap: 10.913 eV
* E_LUMO: 0.7 eV
* structure (SMILES): C=COC=O

=====

# 8
DFT (ωB97M-V/def2-TZVPD) results for 2 unconnected molecules or ions with the total composition C3H4O2.

Geometry (Å):
C 1.72993 0.39561 -0.03102
C -0.39628 0.68789 -0.08665
C -1.06868 -0.63806 0.06813
O 2.15804 -0.70196 -0.05437
O -0.78723 1.79858 -0.17633
H 2.02384 1.45835 0.10771
H -2.14177 -0.57443 -0.13920
H -0.76179 -1.47708 -0.73143
H -0.75608 -0.94890 1.04317

* orbital gap: 8.522 eV
* E_LUMO: 0.6 eV

=====

# 9
DFT (ωB97M-V/def2-TZVPD) results for a molecular structure, C3H4O2Rh.

Geometry (Å):
O -1.47734 1.12313 -0.46725
C -0.17643 1.43220 -0.40722
C 0.89507 0.57852 -0.27839
O 0.84886 -0.77626 -0.28643
C -0.07530 -1.48309 0.61108
Rh -1.88449 -0.54394 0.25405
H 0.07792 2.48446 -0.19707
H 1.40424 1.11237 -1.20075
H 0.33722 -1.38475 1.63324
H 0.05026 -2.54264 0.33874

* orbital gap (spin up / spin down): 8.814 / 8.327 eV
* multiplicity: 5
* E_LUMO (spin up / spin down): -4.6 / -7.2 eV
* total charge: +1
* <S²>: 6.014

=====

# 10
DFT (ωB97M-V/def2-TZVPD) results for a molecular structure, C3H4O2S.

Geometry (Å):
C 0.80507 1.19491 -0.03624
C -0.46290 -0.21991 -0.79566
C 0.03534 1.53638 1.07978
O 0.24353 -1.26329 -0.76234
O -1.54768 0.19692 -0.97173
S -0.09216 -2.97035 -1.37984
H -1.00877 1.53182 0.94909
H 0.31036 0.58906 1.62463
H 0.35800 2.38733 1.48107
H 1.35922 -2.98286 -1.18875

* orbital gap (spin up / spin down): 7.144 / 7.144 eV
* E_LUMO (spin up / spin down): -1.0 / -1.0 eV

=====

# 11
DFT (ωB97M-V/def2-TZVPD) results for C3H4O2S in the gas phase.

Geometry (Å):
O 2.07373 0.16515 1.02188
C 0.88971 0.06332 1.12360
C 0.09614 0.01704 -0.11440
S -1.30417 1.73288 -0.21392
C -0.54162 -1.07486 -0.90636
O 0.60878 -0.23434 -1.37531
H 0.38249 -0.20329 2.11221
H -0.39784 2.37349 0.49406
H -0.38105 -2.09780 -0.63362
H -1.42616 -0.74159 -1.50813

* orbital gap: 9.024 eV
* E_LUMO: -0.6 eV
* structure (SMILES): O=C[C@]1(S)CO1

=====

# 12
DFT (ωB97M-V/def2-TZVPD) results for C3H4O2S in the gas phase.

Geometry (Å):
C 0.69837 -1.22406 -0.04686
C 0.48640 0.19365 -0.06335
O 1.39422 1.06323 0.25027
C -0.98091 0.59388 0.03989
O -1.03971 1.93746 -0.11480
S -2.38329 -0.15164 0.11254
H 1.70179 -1.74191 -0.27670
H 0.22550 -1.53568 0.98089
H -0.05261 -1.54076 -0.85063
H -0.04977 2.40583 -0.03126

* orbital gap: 8.022 eV
* E_LUMO: -1.3 eV
* structure (SMILES): CC(=O)C(O)=S

=====

| no. | electronic energy (Ha) | largest force on an atom (hartree/bohr) |
| --- | --- | --- |
| 1 | -191.7066 | 0.1001 |
| 2 | -267.0418 | 0.2202 |
| 3 | -267.1494 | 0.0174 |
| 4 | -267.1449 | 0.0615 |
| 5 | -267.0524 | 0.0769 |
| 6 | -267.1143 | 0.0640 |
| 7 | -267.0678 | 0.1799 |
| 8 | -267.0909 | 0.0946 |
| 9 | -377.2070 | 0.1021 |
| 10 | -665.1217 | 0.1026 |
| 11 | -665.2629 | 0.0936 |
| 12 | -665.3174 | 0.1230 |